Record 1
H10O5 | the ωB97M-V functional and the def2-TZVPD basis

Positions of all 15 atoms, in Å:
H: -0.37620 0.24844 -0.90400
H: 0.91256 1.19142 -0.92890
H: -0.90603 -1.75679 1.34462
H: -2.32896 -2.25132 1.50984
H: -1.45492 2.48236 1.23416
H: -1.93224 2.78974 -0.17471
H: -2.43103 -0.05952 0.45159
H: -2.80631 -0.28932 -0.96765
H: 4.77739 -0.88772 -0.81814
H: 5.98327 -1.63852 -0.32097
O: -0.01439 1.15156 -0.66329
O: -1.70601 -1.81909 0.79717
O: -1.27217 2.22452 0.33656
O: -2.15135 -0.54805 -0.30834
O: 5.70639 -0.83770 -0.58794

total charge = 0
energy relative to the best compared isomer or geometry (same formula, charge and spin) = 615.0 kJ/mol
LUMO = 0.52 eV
energy = -10394.475 eV
gap between HOMO and LUMO = 9.173 eV

---

Record 2
C35H33ClLuN4Si2 | the ωB97M-V functional and the def2-TZVPD basis

Positions of all 76 atoms, in Å:
C: -1.72118 -1.10919 4.99645
C: -2.35743 -0.61428 3.81462
C: -2.07411 -1.51794 2.74929
H: -3.02276 0.24795 3.75254
C: -1.26425 -2.58123 3.26941
C: -1.04359 -2.32600 4.65660
H: -0.50453 -2.96893 5.35410
H: -1.81074 -0.67560 5.99880
H: -2.50573 -1.49583 1.75139
H: -0.92942 -3.46220 2.72292
Lu: 0.07361 -0.59138 3.42441
Si: -0.65557 -0.31616 -3.49324
C: -0.19386 1.19508 -4.55000
C: 1.12009 1.36204 -5.00712
H: 1.84889 0.54161 -4.90968
C: 1.54492 2.58710 -5.53955
H: 2.58649 2.71918 -5.82138
C: 0.64142 3.63465 -5.70664
H: 0.97289 4.59650 -6.12548
C: -0.69580 3.43285 -5.37828
H: -1.41587 4.23141 -5.54600
C: -1.12026 2.21691 -4.82649
H: -2.17512 2.06805 -4.58064
C: 0.10727 -1.73150 -4.48083
C: -0.19450 -1.91433 -5.84573
H: -0.95456 -1.29649 -6.32208
C: 0.46643 -2.89832 -6.59469
H: 0.21038 -3.03783 -7.64327
C: 1.43490 -3.71872 -6.01314
H: 1.94043 -4.48841 -6.59676
C: 1.72508 -3.55534 -4.65860
H: 2.46298 -4.19784 -4.18105
C: 1.04768 -2.59965 -3.89352
H: 1.24071 -2.53089 -2.82369
H: -2.12077 -0.42219 -3.46689
Si: 1.13543 0.29039 -1.42934
C: 0.11397 -1.25247 -0.90070
C: -1.30178 -1.40894 -0.98476
H: -1.97225 -0.59306 -1.26429
C: -1.90663 -2.64904 -0.71433
H: -2.99756 -2.75243 -0.84254
C: -1.15773 -3.73127 -0.27351
H: -1.64688 -4.68642 -0.03395
C: 0.21758 -3.55934 -0.06875
H: 0.81600 -4.37504 0.34583
C: 0.83294 -2.34267 -0.37142
H: 1.89038 -2.22560 -0.15903
C: 0.07919 1.72734 -0.86106
C: -0.87563 1.53393 0.15870
H: -0.89537 0.59389 0.72203
C: -1.86972 2.48321 0.40513
H: -2.66289 2.25283 1.13447
C: -1.84185 3.70800 -0.25625
H: -2.57747 4.47973 -0.00212
C: -0.82577 3.97403 -1.18821
H: -0.76370 4.95258 -1.66966
C: 0.12096 2.99054 -1.49587
H: 0.86333 3.19576 -2.27041
H: 2.40643 0.41389 -0.68833
Cl: 2.20494 -1.02351 2.28059
N: 0.71858 2.84459 5.88182
C: -0.08340 3.66858 5.09231
C: -0.58228 2.87446 4.09566
N: -0.07022 1.57581 4.24462
C: 0.69217 1.59275 5.36557
C: 1.44238 0.45366 5.88365
N: 1.37567 -0.79423 5.38461
C: 2.31864 -1.55311 6.07600
C: 2.99607 -0.74350 6.95524
N: 2.42113 0.51903 6.82831
H: 1.22551 3.12068 6.71866
H: -0.20171 4.72079 5.30356
H: -1.25711 3.11332 3.28730
H: 2.44209 -2.60251 5.86641
H: 3.82572 -0.93162 7.61718
H: 2.68670 1.36187 7.34110

total charge = +1
energy relative to the best compared isomer or geometry (same formula, charge and spin) = 10.5 kJ/mol
LUMO = -3.38 eV
energy = -104685.472 eV
gap between HOMO and LUMO = 5.748 eV

---

Record 3
C14H27N2O4 | the ωB97M-V functional and the def2-TZVPD basis

Positions of all 47 atoms, in Å:
C: 0.15943 -0.63723 3.16883
C: -1.45352 -0.93100 3.17681
C: -2.05911 -1.52201 1.77065
N: -1.74026 -0.70414 0.54022
C: -1.33723 -1.55037 -0.64677
C: 0.31696 -1.66870 -0.59557
C: 1.00859 -1.85575 -2.07270
C: 2.64424 -1.95838 -2.02856
C: 3.41407 -0.50398 -1.87115
O: 2.81630 0.58455 -2.66250
C: 3.80332 1.18124 -3.60028
C: 4.82091 2.41292 -3.13300
O: 3.92299 0.73361 -4.85755
C: -2.80850 0.31262 0.20783
C: -2.95832 1.51628 1.35952
N: -1.52518 1.98953 1.64368
C: -1.50788 3.24907 2.48159
C: -4.26869 -0.32527 -0.20177
O: -5.35516 0.19856 0.41573
O: -4.50866 -1.39791 -1.17944
H: 0.71567 -1.65591 3.39499
H: 0.44216 0.08829 4.06747
H: 0.53657 -0.12718 2.18541
H: -1.66199 -1.75607 4.01390
H: -2.07196 0.02195 3.54250
H: -3.19397 -1.75035 1.94039
H: -1.53697 -2.58315 1.60634
H: -1.62013 -0.98555 -1.65927
H: -1.88039 -2.59330 -0.68146
H: 0.76409 -0.73646 -0.00503
H: 0.54837 -2.62322 0.05664
H: 0.65522 -0.99854 -2.82441
H: 0.58562 -2.88067 -2.51318
H: 3.03945 -2.74713 -1.24225
H: 2.97829 -2.38160 -3.09232
H: 4.52028 -0.63645 -2.25905
H: 3.45734 -0.18954 -0.72167
H: 5.18113 2.92834 -4.14709
H: 4.28258 3.16551 -2.40792
H: 5.79173 1.99849 -2.57771
H: -2.42358 0.88818 -0.76485
H: -3.58098 2.42565 0.90331
H: -3.51921 1.14132 2.32424
H: -1.07714 2.14954 0.70491
H: -2.11058 3.06923 3.49252
H: -1.82529 4.22262 1.91488
H: -0.38060 3.42232 2.83312

total charge = -1
energy relative to the best compared isomer or geometry (same formula, charge and spin) = 832.7 kJ/mol
LUMO = 2.19 eV
energy = -26118.878 eV
gap between HOMO and LUMO = 6.215 eV
structure (SMILES) = CCCN(CCCCCOC(C)=O)[C@H](CNC)C(=O)[O-]

---

Record 4
C4H9NS | the ωB97M-V functional and the def2-TZVPD basis

Positions of all 15 atoms, in Å:
C: 1.43937 1.61165 -1.44833
C: 0.08138 2.05728 -0.94567
C: -0.48492 1.50994 0.41601
N: -0.89457 0.11523 0.35938
C: 0.00037 -0.87203 0.68275
S: -0.18514 -2.45343 0.58195
H: 1.61340 2.05172 -2.42211
H: 2.16818 1.88173 -0.70773
H: 1.58459 0.51167 -1.51496
H: -0.59519 2.03366 -1.76717
H: 0.15822 3.09606 -0.71219
H: -1.29812 2.18257 0.64982
H: 0.24640 1.47537 1.23521
H: -1.79638 -0.25888 0.18862
H: 0.92590 -0.36666 0.99508

total charge = 0
energy relative to the best compared isomer or geometry (same formula, charge and spin) = 69.4 kJ/mol
LUMO = 0.84 eV
energy = -16618.735 eV
gap between HOMO and LUMO = 9.277 eV
structure (SMILES) = CCCNC=S

---

Record 5
C32H21F6N4RuS2Sb | the ωB97M-V functional and the def2-TZVPD basis

Positions of all 67 atoms, in Å:
Ru: 1.06106 -0.17024 0.02325
C: -0.77830 1.32762 5.27698
C: -1.33037 0.51787 4.27280
C: -0.60582 0.23601 3.14621
C: 0.70233 0.76431 3.00633
C: 1.25119 1.59646 4.01777
C: 0.50799 1.86281 5.13771
N: 1.43571 0.38481 1.93999
N: 2.59807 0.88595 1.63358
C: 3.44607 0.00783 1.02867
C: 4.82823 0.24969 0.90565
C: 5.59208 -0.69687 0.27204
C: 5.00061 -1.82330 -0.32872
C: 3.60936 -2.02400 -0.30377
C: 2.84202 -1.13790 0.39377
H: -1.35266 1.53273 6.17082
H: -2.31955 0.10247 4.40692
H: -0.99449 -0.41567 2.37422
H: 2.24423 2.00293 3.87819
H: 0.92137 2.48977 5.91608
H: 5.25601 1.14876 1.33127
H: 6.66575 -0.57202 0.22938
H: 5.61798 -2.54582 -0.84782
H: 3.18123 -2.84744 -0.85971
S: -2.72387 -6.12862 -1.27050
C: -1.76289 -7.50020 -1.14286
C: -0.45339 -7.22501 -0.75666
C: -0.24013 -5.87194 -0.55525
C: -1.37803 -5.09492 -0.79196
C: -1.53266 -3.68123 -0.70519
C: -0.48276 -2.87924 -0.17136
N: -0.55740 -1.57316 -0.09362
C: -1.66623 -0.92657 -0.57837
C: -2.77069 -1.63679 -1.10733
C: -3.88489 -0.89114 -1.62252
C: -3.87510 0.45749 -1.63945
C: -2.76185 1.19853 -1.11584
C: -2.66395 2.58341 -1.15680
C: -1.52016 3.23682 -0.68086
C: -0.48240 2.42622 -0.14193
N: -0.56576 1.11923 -0.08513
C: -1.67225 0.48091 -0.57167
C: -1.36153 4.65249 -0.76072
C: -2.32477 5.61833 -1.03219
C: -1.80152 6.90438 -1.11140
C: -0.43171 6.92870 -0.90909
S: 0.22267 5.40743 -0.61640
C: -2.69058 -3.02025 -1.14346
H: -2.17159 -8.48068 -1.34417
H: 0.30063 -7.98849 -0.63596
H: 0.71763 -5.47023 -0.25852
H: 0.41276 -3.33951 0.22557
H: -4.72685 -1.43670 -2.02890
H: -4.70470 1.00463 -2.06812
H: -3.46542 3.15852 -1.60199
H: 0.42772 2.87672 0.23798
H: -3.37897 5.40514 -1.13866
H: -2.38479 7.79150 -1.30750
H: 0.20249 7.80270 -0.93756
H: -3.52463 -3.58722 -1.53890
F: 2.16374 1.36847 -1.29742
Sb: 1.84354 0.75629 -3.22110
F: 1.23185 -0.17112 -4.70329
F: 1.15693 -0.83945 -2.08663
F: 0.06513 1.33983 -2.81059
F: 3.48328 -0.13623 -3.07587
F: 2.35297 2.48419 -3.66940

expectation value of S² = 8.932
total charge = +3
LUMO (alpha / beta) = -10.08 / -11.62 eV
energy = -86552.936 eV
gap between HOMO and LUMO (alpha / beta) = 5.333 / 3.357 eV
spin multiplicity = 6